Entry 1:
The following is a quantum chemistry calculation of 3 unconnected molecules or ions with the total composition C4H7ClS2, from the OMol25 dataset.

Geometry as XYZ:
```
14
C4H7ClS2 | the OMol25 dataset | the ωB97M-V functional and the def2-TZVPD basis
C 1.0235 -0.9364 0.7655
C -0.3388 -1.7426 0.7025
C -1.1228 -0.4753 0.7079
C 0.1255 0.3001 0.9966
H 0.6396 -2.0439 -1.7644
H 1.5705 -1.0186 1.7011
H -0.4425 -2.5570 -0.2781
H -0.5468 -2.3538 1.6178
H -1.8715 -0.2653 1.4830
H -0.1365 0.7595 2.1249
H -0.9155 2.4603 -0.8146
S 1.6604 -0.6297 -0.9328
S 0.7947 1.8464 0.2134
Cl -2.1002 0.1574 -0.6820
```

Computed properties:
**LUMO level**: -0.0432 Ha
**E**: -38447.046 eV
**Energy relative to the best compared isomer or geometry (same formula, charge and spin)**: 165.8 kcal/mol
**HOMO-LUMO gap**: 7.127 eV
**Highest occupied orbital energy**: -8.30 eV
**Total charge**: 0

Here are the natural (NBO) charges for atoms 1 to 6, given in e: number 1, C, carries -0.400; number 2, C, carries -0.403; number 3, C, carries -0.221; number 4, C, carries -0.375; number 5, H, carries 0.106; number 6, H, carries 0.238

---

Entry 2:
The following is a quantum chemistry calculation of 10 unconnected molecules or ions with the total composition C4H28NO11, from the OMol25 dataset.

Geometry as XYZ:
```
44
C4H28NO11 | the OMol25 dataset | the ωB97M-V functional and the def2-TZVPD basis
C 0.1369 2.3601 1.0447
C -0.2637 1.5301 2.2860
C -1.3943 0.5329 1.9640
C -1.0381 -0.3225 0.8292
O -2.0239 -1.0375 0.3444
O 0.0330 -0.3086 0.1911
N 1.5206 1.8674 0.5976
H -0.5448 2.3408 0.1765
H 0.2761 3.4461 1.1729
H -0.6917 2.1581 3.0752
H 0.5076 0.8742 2.6938
H -2.3189 1.0920 1.6970
H -1.6299 -0.0499 2.8882
H -1.7606 -1.4614 -0.5306
H 2.1135 2.6386 0.3062
H 1.8986 1.3742 1.4113
H 1.2639 1.2283 -0.1325
H -3.3613 1.9510 -1.9903
H -1.9104 1.7527 -2.3481
O -2.6608 1.2853 -1.9430
H 0.5285 -2.2888 2.1604
H 1.2546 -2.2049 3.4618
O 0.5931 -1.7026 2.9535
H -2.2073 -0.8446 -2.3372
H -2.6041 -2.3294 -2.2866
O -1.8718 -1.7279 -2.1017
H 2.2232 -0.7608 0.1870
H 2.7642 -0.8467 1.5292
O 2.8106 -0.2238 0.7877
H 0.5100 -0.4618 -1.4842
H 1.1772 -1.0706 -2.7201
O 1.3934 -0.5278 -1.9454
H 2.5577 2.1832 -3.1448
H 1.9272 1.0276 -2.3642
O 2.1232 1.9991 -2.3009
H -2.1638 -3.2174 0.9237
H -1.4342 -3.2386 2.2466
O -1.2799 -3.3661 1.2987
H 1.8806 -3.3142 0.2896
H 0.4835 -2.6764 0.5309
O 1.4394 -2.4887 0.5254
H -0.0645 3.8918 -2.8053
H 0.6747 2.5246 -2.9045
O -0.2053 2.9596 -3.0114
```

Computed properties:
**LUMO level**: -0.0875 Ha
**E**: -28610.531 eV
**Energy relative to the best compared isomer or geometry (same formula, charge and spin)**: 31.9 kcal/mol
**HOMO-LUMO gap**: 11.386 eV
**Highest occupied orbital energy**: -13.77 eV
**Total charge**: +1

Here are the natural (NBO) charges for atoms 1 to 6, given in e: number 1, C, carries -0.236; number 2, C, carries -0.437; number 3, C, carries -0.523; number 4, C, carries 0.860; number 5, O, carries -0.684; number 6, O, carries -0.751

---

Entry 3:
The following is a quantum chemistry calculation of a molecular structure, C22H12F5INOPt, from the OMol25 dataset.

Geometry as XYZ:
```
43
C22H12F5INOPt | the OMol25 dataset | the ωB97M-V functional and the def2-TZVPD basis
Pt 0.1359 -0.1300 -0.2212
C 0.1518 4.1534 0.4388
C -0.5331 4.6085 -0.6788
C -1.0214 3.7135 -1.6030
C -0.8272 2.3333 -1.4361
C -0.1409 1.8702 -0.2820
C 0.3392 2.7868 0.6313
C -1.2558 1.3396 -2.3726
C -1.9531 1.5689 -3.5615
C -2.4200 0.5186 -4.3095
C -2.1942 -0.8194 -3.8769
C -2.6949 -1.9364 -4.5439
C -2.4594 -3.2174 -4.0705
C -1.7177 -3.4015 -2.9132
C -1.2100 -2.3147 -2.2260
C -1.4346 -1.0126 -2.6897
N -0.9588 0.0496 -2.0003
H 0.5568 4.8581 1.1502
H -0.6806 5.6713 -0.8273
H -1.5378 4.0757 -2.4800
H 0.8927 2.4670 1.5055
H -2.1472 2.5867 -3.8662
H -2.9885 0.6812 -5.2147
H -3.2713 -1.7856 -5.4469
H -2.8547 -4.0705 -4.6033
H -1.5324 -4.4013 -2.5466
H -0.6293 -2.4592 -1.3223
I -2.1533 -1.0604 1.7364
C -0.1411 -0.2416 1.7890
H 0.4824 -0.9934 2.2726
H -0.2063 0.6645 2.3852
F 6.7923 -2.5667 -0.2317
C 5.4484 -2.4252 -0.1706
C 4.7066 -2.2107 -1.3287
F 5.3439 -2.1430 -2.5160
C 3.3347 -2.0675 -1.2589
F 2.6376 -1.8368 -2.3939
C 2.6019 -2.1345 -0.0384
O 1.3392 -2.0225 0.0283
C 3.4169 -2.3541 1.1094
F 2.8044 -2.4050 2.3189
C 4.7881 -2.4905 1.0509
F 5.5027 -2.6880 2.1795
```

Computed properties:
**LUMO level (alpha / beta)**: 0.0710 / 0.0711 Ha
**E**: -51482.036 eV
**Energy relative to the best compared isomer or geometry (same formula, charge and spin)**: 11.3 kcal/mol
**HOMO-LUMO gap (alpha / beta)**: 6.121 / 6.121 eV
**Highest occupied orbital energy (alpha / beta)**: -4.19 / -4.19 eV
**Total charge**: -1

Here are the natural (NBO) charges for atoms 1 to 6, given in e: number 1, Pt, carries 0.695; number 2, C, carries -0.189; number 3, C, carries -0.267; number 4, C, carries -0.190; number 5, C, carries -0.090; number 6, C, carries -0.114

---

Entry 4:
The following is a quantum chemistry calculation of 2 unconnected molecules or ions with the total composition C13H7F3N3O8S2, from the OMol25 dataset.

Geometry as XYZ:
```
36
C13H7F3N3O8S2 | the OMol25 dataset | the ωB97M-V functional and the def2-TZVPD basis
C 1.0093 2.0074 3.8474
C -0.2648 1.4486 3.6961
C -0.8828 1.4394 2.4403
C -0.1909 1.9357 1.3399
S -0.9275 1.7340 -0.3364
O -2.3199 2.1581 -0.2911
O 0.0030 2.4472 -1.2022
C 1.0657 2.5054 1.4747
C 1.6712 2.5375 2.7370
H 1.4867 2.0147 4.8306
H -0.7786 0.9999 4.5480
H -1.8859 1.0330 2.3047
H 1.5777 2.9022 0.6023
H 2.6661 2.9641 2.8473
O 2.0291 0.7283 -2.9601
S 0.7724 0.1036 -3.2854
O -0.3181 0.7944 -3.9314
C 1.1680 -1.3943 -4.3811
F 1.7055 -0.9628 -5.5316
F 2.0445 -2.2108 -3.7536
F 0.0332 -2.0774 -4.6475
C 0.0998 -0.6650 -1.7911
C -1.2990 -0.6290 -1.5571
C -1.7858 -1.4416 -0.5310
N -3.0996 -1.7441 -0.1781
O -4.1885 -1.4547 -0.6363
O -2.9864 -2.6649 0.9119
N -1.6779 -2.7696 1.3347
C -0.9556 -2.0658 0.4162
C 0.4579 -1.7800 0.3399
N 1.3319 -1.8180 1.4913
O 0.9190 -2.1917 2.6061
O 2.5107 -1.4333 1.2937
C 0.9695 -1.1935 -0.8350
H -2.0080 -0.1680 -2.2531
H 2.0481 -1.0891 -0.9602
```

Computed properties:
**LUMO level**: 0.0321 Ha
**E**: -64260.420 eV
**HOMO-LUMO gap**: 5.239 eV
**Highest occupied orbital energy**: -4.37 eV
**Total charge**: -1

Here are the natural (NBO) charges for atoms 1 to 6, given in e: number 1, C, carries -0.217; number 2, C, carries -0.213; number 3, C, carries -0.242; number 4, C, carries -0.190; number 5, S, carries 1.678; number 6, O, carries -0.997

---

Entry 5:
The following is a quantum chemistry calculation of a molecular structure, CH3IOS, from the OMol25 dataset.

Geometry as XYZ:
```
7
CH3IOS | the OMol25 dataset | the ωB97M-V functional and the def2-TZVPD basis
C -0.0688 -1.1377 0.4192
O 1.0866 0.7111 0.0635
S 0.2544 1.9576 -0.0986
I -1.8694 -0.2757 -0.1837
H 0.4462 -1.7741 -0.2121
H 0.0443 -1.4143 1.4071
H 0.1068 1.9331 -1.3954
```

Computed properties:
**LUMO level (alpha / beta)**: -0.0259 / -0.0082 Ha
**E**: -22065.223 eV
**Energy relative to the best compared isomer or geometry (same formula, charge and spin)**: 65.9 kcal/mol
**HOMO-LUMO gap (alpha / beta)**: 7.695 / 8.267 eV
**Highest occupied orbital energy (alpha / beta)**: -8.40 / -8.49 eV
**Total charge**: 0

Here are the natural (NBO) charges for atoms 1 to 6, given in e: number 1, C, carries -0.386; number 2, O, carries -0.813; number 3, S, carries 0.587; number 4, I, carries 0.218; number 5, H, carries 0.182; number 6, H, carries 0.178

---

Entry 6:
The following is a quantum chemistry calculation of C19H28N2O3S in the gas phase, from the OMol25 dataset.

Geometry as XYZ:
```
53
C19H28N2O3S | the OMol25 dataset | the ωB97M-V functional and the def2-TZVPD basis
O -3.5717 -2.6331 -0.6784
C -2.5285 -2.0072 -0.6285
N -1.9890 -1.5563 0.5157
H -1.1302 -1.0244 0.5091
C -2.6439 -1.6890 1.7969
H -3.4820 -2.3743 1.6454
C -1.6599 -2.1650 2.8660
H -1.0098 -2.9566 2.4967
H -2.2204 -2.5472 3.7200
C -0.8832 -0.9012 3.2530
H -0.5717 -0.9310 4.2968
H 0.0124 -0.8118 2.6388
C -1.8307 0.2811 2.9686
H -2.0762 0.8264 3.8796
H -1.3614 0.9824 2.2785
C -3.0910 -0.3252 2.3358
H -3.4992 0.3028 1.5460
H -3.8650 -0.4778 3.0889
C -1.7295 -1.6720 -1.8886
C -1.6585 -0.1558 -2.0865
C -0.8541 0.1906 -3.3363
C 0.5555 -0.4128 -3.3334
C 0.4416 -1.9283 -3.1239
C -0.3230 -2.2715 -1.8471
H 0.2119 -1.8890 -0.9779
H -0.3928 -3.3566 -1.7458
H 1.4404 -2.3699 -3.0917
H -0.0835 -2.3593 -3.9799
H 0.9755 -0.2408 -4.3319
C 1.5494 0.2047 -2.3132
N 1.1277 1.3894 -1.6033
S 0.7501 1.3222 0.0098
O -0.3791 2.1753 0.2419
O 0.6724 -0.0509 0.4396
C 2.2019 2.0585 0.7359
C 3.2613 1.2519 1.0993
C 4.4046 1.8343 1.6218
C 4.4708 3.2108 1.7709
C 3.3981 4.0098 1.4055
C 2.2541 3.4303 0.8821
H 1.3949 4.0170 0.5989
H 3.4530 5.0805 1.5299
H 5.3621 3.6635 2.1789
H 5.2402 1.2166 1.9136
H 3.1718 0.1836 0.9824
H 0.5641 2.0450 -2.1154
H 1.7756 -0.5211 -1.5319
H 2.4877 0.4409 -2.8300
H -0.8082 1.2757 -3.4630
H -1.3760 -0.2091 -4.2100
H -1.2097 0.3140 -1.2124
H -2.6707 0.2430 -2.1886
H -2.2781 -2.1131 -2.7285
```

Computed properties:
**LUMO level**: 0.0153 Ha
**E**: -40116.286 eV
**Energy relative to the best compared isomer or geometry (same formula, charge and spin)**: 4.8 kcal/mol
**HOMO-LUMO gap**: 9.290 eV
**Highest occupied orbital energy**: -8.87 eV
**SMILES**: O=C(NC1CCCC1)[C@H]1CC[C@@H](CNS(=O)(=O)c2ccccc2)CC1
**Total charge**: 0

Here are the natural (NBO) charges for atoms 1 to 6, given in e: number 1, O, carries -0.642; number 2, C, carries 0.699; number 3, N, carries -0.649; number 4, H, carries 0.420; number 5, C, carries -0.059; number 6, H, carries 0.240